8
Properties=species:S:1:pos:R:3 method="wB97M-V/def2-TZVPD" gap_ha=0.3149 de_lowest_kj_mol=80.8 spin_multiplicity=1 largest_force_ev_per_a=3.46 smiles="C#CC(=C)I"
C -0.23 2.31 -0.05
C 0.35 1.26 0.04
C 0.96 0.03 0.03
C 0.52 -1.21 0.00
I 3.36 0.27 0.03
H -0.82 3.18 0.04
H 1.03 -2.14 -0.16
H -0.43 -1.51 0.21